Model P:
{
  "formula": "C4H12N2O",
  "method": "wB97M-V/def2-TZVPD",
  "homo_energy_ha": -0.335,
  "lumo_ha": 0.0328,
  "spin_multiplicity": 1,
  "smiles": "C[C@@H](O)[C@@H](N)CN",
  "symbols": ["C", "C", "O", "C", "N", "C", "N", "H", "H", "H", "H", "H", "H", "H", "H", "H", "H", "H", "H"],
  "coordinates": [[0.7162, -0.5394, -2.1489], [0.9901, 0.1705, -0.8359], [0.8238, 1.5924, -0.9932], [0.1395, -0.3815, 0.3294], [1.0105, -0.8465, 1.4151], [-0.9200, 0.5961, 0.8006], [-1.6934, -0.0058, 1.9085], [-0.3086, -0.3401, -2.4783], [1.3954, -0.1907, -2.9102], [0.7637, -1.6175, -1.9745], [2.0576, 0.0633, -0.6111], [0.2900, 1.7918, -1.7753], [-0.3779, -1.2659, -0.0575], [0.6031, -1.6786, 1.8160], [0.9899, -0.1566, 2.1556], [-1.5931, 0.8066, -0.0237], [-0.4632, 1.5215, 1.1199], [-2.6411, -0.1845, 1.6017], [-1.7825, 0.6649, 2.6620]],
  "lowdin_charge": [-0.05, -0.39, -0.07, -0.37, 0.05, -0.24, 0.00, 0.08, 0.08, 0.09, 0.14, 0.09, 0.13, 0.06, 0.07, 0.11, 0.11, 0.06, 0.06]
}

---

Model Q:
{
  "formula": "C4H12N2O",
  "method": "wB97M-V/def2-TZVPD",
  "homo_energy_ha": -0.324,
  "lumo_ha": 0.0294,
  "spin_multiplicity": 1,
  "smiles": "CNC(C)=O.CN",
  "symbols": ["C", "N", "C", "C", "O", "H", "H", "H", "H", "H", "H", "H", "C", "N", "H", "H", "H", "H", "H"],
  "coordinates": [[0.8855, 1.0928, -2.4581], [-0.2155, 0.3352, -1.8721], [-0.1193, -0.6284, -0.9650], [-1.3803, -1.2496, -0.4476], [0.9619, -1.0441, -0.5640], [1.6559, 1.3541, -1.6832], [1.3288, 0.4184, -3.3156], [0.4192, 1.9302, -3.0171], [-1.2509, 0.7885, -1.9066], [-1.5394, -2.2242, -0.7429], [-2.1977, -0.6242, -0.7593], [-1.3209, -1.1216, 0.6327], [0.3278, 0.7212, 2.5269], [0.2319, -0.7789, 2.2077], [-0.4102, 0.9938, 3.3475], [1.2526, 1.2415, 2.9701], [0.1048, 1.2750, 1.6135], [0.6997, -1.0988, 1.3872], [0.5662, -1.3809, 3.0457]],
  "lowdin_charge": [-0.09, -0.04, -0.59, 0.00, 0.01, 0.10, 0.12, 0.08, 0.20, 0.06, 0.06, 0.06, -0.18, -0.08, 0.07, 0.07, 0.04, -0.01, 0.10]
}

---

Model R:
{
  "formula": "C4H12N2O",
  "method": "wB97M-V/def2-TZVPD",
  "homo_energy_ha": -0.306,
  "lumo_ha": 0.0328,
  "spin_multiplicity": 1,
  "smiles": "N/C=C/CCN.O",
  "symbols": ["N", "C", "C", "C", "C", "N", "H", "H", "H", "H", "H", "H", "H", "H", "H", "H", "O", "H", "H"],
  "coordinates": [[1.1486, -1.3524, 0.5995], [0.1438, -0.5317, 0.1189], [0.2072, 0.8412, 0.4499], [-0.7899, 1.8437, 0.2983], [-1.7417, 1.5740, -0.8331], [-2.7332, 0.5110, -0.6358], [0.5812, -1.8922, 1.1866], [1.8782, -0.8883, 1.2996], [-0.3898, -0.6755, -0.8273], [1.1560, 1.1218, 0.9112], [-0.3485, 2.8530, 0.0575], [-1.2291, 1.9462, 1.2291], [-1.0550, 1.2819, -1.7230], [-2.3484, 2.5881, -0.9771], [-3.5382, 0.5239, -1.1968], [-2.4164, -0.4652, -0.7069], [4.2163, -2.9881, 0.3595], [3.5353, -2.3889, 0.0247], [3.7235, -3.9025, 0.3652]],
  "lowdin_charge": [-0.02, -0.22, -0.12, -0.27, -0.30, -0.02, 0.05, 0.15, 0.10, 0.10, 0.13, 0.09, 0.13, 0.15, 0.03, 0.06, -0.12, -0.01, 0.09]
}

---

The structure with the most favorable energy is model P; the runner-up is 0.483 eV above it.

---

Model P:
{
  "formula": "C4H12N2O",
  "method": "wB97M-V/def2-TZVPD",
  "homo_energy_ha": -0.301,
  "lumo_ha": 0.0280,
  "spin_multiplicity": 1,
  "smiles": "CN(C)[C@](C)(N)O",
  "symbols": ["C", "N", "C", "C", "C", "N", "O", "H", "H", "H", "H", "H", "H", "H", "H", "H", "H", "H", "H"],
  "coordinates": [[-1.1997, -0.7698, 1.2859], [-0.5959, -0.5088, -0.0148], [-1.5387, 0.8553, -0.7382], [0.6263, 0.0992, -0.0385], [1.2458, 0.4786, -1.3651], [1.5168, -1.4497, 0.3409], [0.9268, 0.9525, 1.0097], [-2.2750, -0.8866, 1.1409], [-1.0839, 0.0180, 2.0359], [-0.7990, -1.6956, 1.6908], [-1.1922, 1.1533, -1.7210], [-2.4857, 0.3397, -0.8579], [-1.6102, 1.6857, -0.0338], [1.0620, 1.5244, -1.6086], [2.3201, 0.3253, -1.2787], [0.8614, -0.1642, -2.1508], [1.9190, -1.4175, 1.2752], [0.9783, -2.3118, 0.3321], [1.3237, 1.7721, 0.6957]],
  "lowdin_charge": [-0.11, -0.11, 0.04, -0.61, -0.04, 0.03, 0.02, 0.08, 0.08, 0.08, 0.05, 0.05, 0.07, 0.08, 0.08, 0.09, 0.01, 0.01, 0.11]
}

---

Model Q:
{
  "formula": "C4H12N2O",
  "method": "wB97M-V/def2-TZVPD",
  "homo_energy_ha": -0.316,
  "lumo_ha": 0.0341,
  "spin_multiplicity": 1,
  "smiles": "CNC[C@@H](N)CO",
  "symbols": ["C", "N", "C", "C", "N", "C", "O", "H", "H", "H", "H", "H", "H", "H", "H", "H", "H", "H", "H"],
  "coordinates": [[-1.7528, 1.6873, 1.1297], [-0.5826, 1.7858, 0.2729], [0.3296, 0.6904, 0.3999], [0.0277, -0.5230, -0.4813], [0.3922, -0.1881, -1.8432], [0.9272, -1.6777, 0.0200], [0.7367, -2.8306, -0.8204], [-2.4828, 0.8772, 0.9533], [-1.4153, 1.4974, 2.1592], [-2.3686, 2.5961, 1.0629], [-0.2100, 2.7068, 0.4372], [0.3870, 0.4900, 1.4972], [1.3702, 0.9321, 0.0391], [-1.0121, -0.8868, -0.4599], [1.3097, 0.1538, -2.0730], [0.0464, -0.9198, -2.4490], [0.6629, -1.8774, 1.0669], [1.9934, -1.4007, 0.0628], [1.6410, -3.1129, -0.9744]],
  "lowdin_charge": [-0.15, -0.13, -0.24, -0.38, 0.04, -0.24, -0.07, 0.08, 0.07, 0.08, 0.10, 0.12, 0.13, 0.15, 0.07, 0.07, 0.11, 0.12, 0.08]
}

---

The structure with the most favorable energy is model Q; the runner-up is 1.692 eV above it.

---

Model P:
{
  "formula": "C5H12NO",
  "method": "wB97M-V/def2-TZVPD",
  "homo_energy_ha": -0.093,
  "lumo_ha": 0.1543,
  "charge": -1,
  "spin_multiplicity": 1,
  "symbols": ["C", "C", "C", "C", "H", "H", "H", "H", "H", "H", "H", "H", "N", "C", "O", "H", "H", "H", "H"],
  "coordinates": [[-1.8080, -0.2616, 1.7539], [-1.7002, 0.6087, 0.5699], [-1.2403, 0.1750, -0.6339], [-0.9888, 1.0982, -1.7632], [-2.1709, -1.2135, 1.3896], [-0.8648, -0.4437, 2.3001], [-2.5713, 0.0836, 2.4808], [-1.8380, 1.7169, 0.6592], [-0.9846, -0.8774, -0.7501], [-1.4193, 2.0988, -1.5218], [0.0771, 1.2304, -1.9787], [-1.5198, 0.7293, -2.6868], [2.8356, -1.5838, 0.1477], [2.3069, -0.1643, 0.1834], [1.2759, 0.0613, -0.6782], [2.0104, -2.1757, 0.0729], [3.3689, -1.6497, -0.7334], [2.0431, 0.1267, 1.2297], [3.1879, 0.4407, -0.0411]],
  "lowdin_charge": [-0.15, -0.23, -0.23, -0.15, 0.05, 0.07, 0.06, 0.09, 0.09, 0.06, 0.05, 0.07, -0.06, -0.56, -0.35, 0.02, 0.03, 0.07, 0.05]
}

---

Model Q:
{
  "formula": "C5H12NO",
  "method": "wB97M-V/def2-TZVPD",
  "homo_energy_ha": -0.049,
  "lumo_ha": 0.0915,
  "charge": -1,
  "spin_multiplicity": 1,
  "symbols": ["C", "N", "C", "C", "C", "O", "C", "H", "H", "H", "H", "H", "H", "H", "H", "H", "H", "H", "H"],
  "coordinates": [[-1.1598, -0.5761, -3.5163], [-0.9381, 0.7151, -4.0945], [0.0633, -0.0016, 0.7515], [1.0727, 0.3608, 1.6453], [0.7549, 0.3479, 3.1106], [-0.1766, -0.5841, 3.3542], [0.3575, -0.0141, -0.7175], [-0.2401, -1.0088, -3.0524], [-1.4217, -1.3294, -4.2837], [-1.9876, -0.6430, -2.7705], [-1.2067, 1.4253, -3.4138], [-0.9316, -0.0070, 1.1882], [0.7037, -0.8894, 1.3994], [2.0313, 0.5977, 1.1718], [1.7105, 0.2341, 3.6908], [0.4649, 1.3868, 3.4106], [1.2355, -0.6381, -0.8419], [0.5176, 0.9958, -1.1037], [-0.4345, -0.4173, -1.3433]],
  "lowdin_charge": [-0.53, -0.27, -0.11, -0.05, -0.52, -0.30, -0.07, 0.00, 0.02, 0.03, -0.14, 0.15, 0.22, 0.14, 0.10, 0.11, 0.09, 0.10, 0.03]
}

---

The structure with the most favorable energy is model P; the runner-up is 4.762 eV above it.

---

Model P:
{
  "formula": "C5H12NO",
  "method": "wB97M-V/def2-TZVPD",
  "homo_energy_ha": -0.082,
  "lumo_ha": 0.1384,
  "charge": -1,
  "spin_multiplicity": 1,
  "smiles": "CCN[C@H](C)C[O-]",
  "symbols": ["C", "C", "N", "C", "C", "C", "O", "H", "H", "H", "H", "H", "H", "H", "H", "H", "H", "H", "H"],
  "coordinates": [[2.6360, 0.5114, -0.7958], [1.3740, -0.3303, -0.6787], [0.4235, 0.2900, 0.2341], [-0.9841, 0.0186, 0.0205], [-1.9093, 1.1523, 0.4475], [-1.4747, -1.3104, 0.6894], [-2.7340, -1.6361, 0.4303], [3.1620, 0.5178, 0.1621], [2.3844, 1.5513, -1.0083], [3.3264, 0.1593, -1.5580], [1.6325, -1.3433, -0.3310], [0.8882, -0.4681, -1.6381], [0.7482, 0.1455, 1.1869], [-1.1508, -0.2006, -1.0347], [-2.9173, 0.7853, 0.2950], [-1.7117, 1.3336, 1.5149], [-1.7399, 2.0824, -0.0838], [-0.7131, -2.0754, 0.3522], [-1.2405, -1.1833, 1.7958]],
  "lowdin_charge": [-0.12, -0.31, -0.06, -0.44, -0.09, -0.55, -0.34, 0.06, 0.06, 0.05, 0.10, 0.10, 0.10, 0.12, 0.06, 0.07, 0.05, 0.08, 0.08]
}

---

Model Q:
{
  "formula": "C5H12NO",
  "method": "wB97M-V/def2-TZVPD",
  "homo_energy_ha": -0.092,
  "lumo_ha": 0.1575,
  "charge": -1,
  "spin_multiplicity": 1,
  "smiles": "NCCCCC[O-]",
  "symbols": ["N", "C", "C", "C", "C", "C", "O", "H", "H", "H", "H", "H", "H", "H", "H", "H", "H", "H", "H"],
  "coordinates": [[-0.2284, -2.2724, 0.3600], [-0.1703, -1.0995, 1.2427], [-1.1291, 0.0213, 0.9327], [-0.9370, 0.6307, -0.4459], [0.3380, 1.4998, -0.5594], [1.5991, 0.7495, -1.0235], [1.8278, -0.4417, -0.4346], [0.5266, -2.1668, -0.3240], [-1.0602, -2.2885, -0.2006], [0.8631, -0.7737, 1.2368], [-0.3816, -1.5225, 2.2197], [-2.1580, -0.3834, 0.9419], [-1.0268, 0.7775, 1.7328], [-1.8224, 1.2607, -0.5600], [-0.8122, -0.2509, -1.0663], [0.5696, 1.9911, 0.3992], [0.0662, 2.1840, -1.3540], [2.4497, 1.4732, -0.9615], [1.4858, 0.6117, -2.1359]],
  "lowdin_charge": [-0.03, -0.33, -0.25, -0.23, -0.22, -0.53, -0.35, 0.04, 0.03, 0.08, 0.08, 0.10, 0.10, 0.09, 0.10, 0.10, 0.08, 0.07, 0.07]
}

---

Model R:
{
  "formula": "C5H12NO",
  "method": "wB97M-V/def2-TZVPD",
  "homo_energy_ha": -0.101,
  "lumo_ha": 0.1448,
  "charge": -1,
  "spin_multiplicity": 1,
  "smiles": "CCCCNC[O-]",
  "symbols": ["C", "C", "C", "C", "N", "C", "O", "H", "H", "H", "H", "H", "H", "H", "H", "H", "H", "H", "H"],
  "coordinates": [[2.5286, -0.4840, -0.2179], [1.4647, 0.4378, 0.5022], [0.2423, -0.3817, 0.9216], [-0.6767, -0.7238, -0.2701], [-1.2930, 0.2917, -1.0882], [-2.7302, 0.8993, -0.2314], [-2.9828, 0.2377, 0.8166], [2.7100, -0.1826, -1.2447], [3.4829, -0.4842, 0.3008], [2.1321, -1.4984, -0.2077], [1.9506, 0.9465, 1.3344], [1.1831, 1.1017, -0.3157], [-0.3760, 0.2030, 1.6050], [0.5544, -1.3535, 1.3067], [-0.3396, -1.6437, -0.7921], [-1.5623, -1.1490, 0.2504], [-0.5498, 0.9200, -1.3641], [-3.3078, 0.8964, -1.1750], [-2.4305, 1.9667, -0.1309]],
  "lowdin_charge": [-0.12, -0.25, -0.23, -0.37, -0.08, -0.49, -0.25, 0.05, 0.04, 0.05, 0.08, 0.08, 0.10, 0.09, 0.08, 0.08, 0.01, 0.05, 0.05]
}

---

The structure with the most favorable energy is model P; the runner-up is 0.055 eV above it.